# C44H88BN4O6

3 unconnected molecules or ions with the total composition C44H88BN4O6 in a non-equilibrium geometry (wB97M-V/def2-TZVPD, OMol25).

The calculation puts the lowest unoccupied orbital energy (spin up / spin down) at 2.089 / 1.885 eV. As for the expectation value of S²: 2.01. As for the HOMO-LUMO gap (spin up / spin down): 7.52 / 7.32 eV. The spin multiplicity is 3. The net charge is -1.

Element x y z (Å)
C: -5.390 -3.327 -1.857
O: -4.658 -3.154 -3.043
C: -3.256 -3.215 -2.788
C: -2.644 -4.036 -3.908
C: -1.125 -4.145 -3.760
C: -0.502 -2.758 -3.625
C: 0.704 -2.479 -4.509
C: 1.386 -1.153 -4.169
C: 0.749 0.034 -4.898
C: -0.365 0.573 -3.939
C: 0.225 1.665 -3.066
C: -0.553 1.961 -1.759
C: -1.725 1.034 -1.492
C: -1.322 -0.354 -0.921
B: -1.167 -0.461 0.712
C: 0.215 0.255 1.267
C: 1.496 -0.270 0.622
N: 2.190 0.715 -0.252
C: -1.082 -2.076 1.079
C: -0.838 -2.349 2.599
C: 0.643 -2.760 2.826
C: 0.833 -4.188 3.375
C: 2.075 -4.787 2.693
C: 1.739 -5.516 1.409
C: 0.800 -6.728 1.668
C: -0.600 -6.354 1.204
O: -1.526 -6.995 2.123
C: -2.710 -6.356 2.215
C: -3.325 -5.740 1.000
O: -3.217 -6.287 3.249
O: -2.315 0.191 1.499
C: -3.405 -0.191 1.160
N: -4.371 -0.644 0.826
H: -5.057 -2.676 -1.056
H: -5.276 -4.362 -1.534
H: -6.449 -3.166 -2.008
H: -2.911 -2.190 -2.810
H: -3.019 -3.601 -1.799
H: -3.115 -5.011 -3.873
H: -2.872 -3.504 -4.822
H: -0.680 -4.770 -4.523
H: -0.971 -4.659 -2.813
H: -0.277 -2.532 -2.591
H: -1.258 -2.041 -3.920
H: 0.409 -2.550 -5.550
H: 1.441 -3.264 -4.350
H: 2.438 -1.270 -4.410
H: 1.365 -0.991 -3.098
H: 1.517 0.793 -4.958
H: 0.363 -0.234 -5.870
H: -1.158 0.927 -4.584
H: -0.697 -0.293 -3.397
H: 1.275 1.489 -2.876
H: 0.209 2.569 -3.667
H: -0.948 2.970 -1.836
H: 0.150 1.988 -0.941
H: -2.357 0.882 -2.362
H: -2.367 1.509 -0.759
H: -0.438 -0.766 -1.404
H: -2.128 -1.043 -1.192
H: 0.326 0.104 2.341
H: 0.112 1.329 1.153
H: 1.330 -1.175 0.043
H: 2.200 -0.542 1.401
H: 1.875 0.524 -1.193
H: 3.180 0.518 -0.289
H: -0.329 -2.581 0.477
H: -2.020 -2.581 0.817
H: -1.076 -1.442 3.131
H: -1.436 -3.201 2.903
H: 1.105 -2.036 3.489
H: 1.201 -2.701 1.904
H: 1.072 -4.104 4.427
H: -0.021 -4.821 3.210
H: 2.617 -5.456 3.353
H: 2.784 -4.007 2.443
H: 2.638 -5.928 0.964
H: 1.289 -4.870 0.662
H: 0.797 -6.871 2.736
H: 1.154 -7.619 1.171
H: -0.748 -6.678 0.180
H: -0.712 -5.289 1.327
H: -3.307 -6.436 0.168
H: -4.330 -5.426 1.208
H: -2.750 -4.862 0.733
C: 2.310 -0.679 7.849
C: 3.672 -1.126 7.278
C: 4.807 -0.755 8.239
C: 5.202 0.719 8.192
C: 5.517 1.128 6.754
C: 4.358 0.840 5.799
N: 3.863 -0.562 5.911
O: 4.675 -1.323 5.279
C: 3.228 1.854 6.072
C: 4.801 1.161 4.373
C: 3.564 -2.647 7.262
H: 2.098 0.380 7.742
H: 1.495 -1.211 7.357
H: 2.253 -0.901 8.916
H: 5.693 -1.352 7.999
H: 4.529 -1.027 9.259
H: 4.409 1.340 8.617
H: 6.085 0.877 8.817
H: 5.765 2.191 6.725
H: 6.413 0.591 6.425
H: 2.316 1.581 5.539
H: 3.518 2.848 5.734
H: 2.990 1.971 7.127
H: 5.684 0.598 4.077
H: 5.057 2.216 4.292
H: 4.003 0.953 3.659
H: 2.816 -2.981 6.542
H: 3.267 -3.018 8.243
H: 4.508 -3.132 7.019
C: -0.106 7.799 -4.379
C: -0.840 6.781 -5.276
C: -1.529 7.490 -6.447
C: -2.833 8.188 -6.071
C: -3.767 7.203 -5.374
C: -3.122 6.550 -4.152
N: -1.782 5.965 -4.456
O: -1.964 4.849 -5.054
C: -3.028 7.598 -3.024
C: -4.073 5.494 -3.594
C: 0.294 5.941 -5.859
H: -0.748 8.355 -3.703
H: 0.638 7.296 -3.759
H: 0.417 8.537 -4.989
H: -1.750 6.759 -7.231
H: -0.844 8.213 -6.893
H: -2.631 9.059 -5.440
H: -3.314 8.569 -6.974
H: -4.683 7.718 -5.077
H: -4.064 6.433 -6.093
H: -2.419 7.233 -2.196
H: -4.019 7.821 -2.628
H: -2.629 8.558 -3.349
H: -4.333 4.738 -4.333
H: -5.006 5.962 -3.281
H: -3.640 4.994 -2.727
H: 0.789 5.352 -5.086
H: 1.040 6.597 -6.310
H: -0.050 5.263 -6.637

Cartesian forces, eV/Å:
C 0.0 -0.4 0.3
O -0.1 0.0 0.2
C -0.5 0.3 -0.8
C 0.6 0.3 0.5
C -0.5 0.1 0.9
C 0.0 0.0 -0.9
C 0.3 -0.5 1.1
C 0.2 -0.5 -1.3
C 0.0 0.1 1.9
C 1.2 -0.3 -1.6
C -1.0 0.3 0.2
C -0.1 0.3 -0.8
C 0.5 -0.8 0.8
C -1.1 0.6 0.6
B 2.4 -1.0 -0.5
C -0.7 -0.3 -0.1
C 0.5 0.5 -0.1
N -0.2 -0.1 -0.1
C -1.0 0.3 0.9
C 1.2 -0.6 -1.6
C -1.0 0.0 0.4
C 1.6 1.0 -0.4
C -0.1 -0.1 -0.2
C 0.1 -1.3 -0.1
C 0.0 1.3 -0.4
C 0.5 -1.0 1.1
O 0.5 0.1 -1.1
C 1.0 0.1 -2.7
C 0.6 -0.2 -0.6
O -2.3 0.0 4.4
O 3.5 1.8 1.2
C 1.1 0.4 0.5
N -5.5 -2.1 -1.7
H 0.1 0.3 0.2
H 0.0 -0.3 0.3
H -0.2 0.2 -0.4
H 0.3 0.2 0.1
H -0.1 -0.3 0.2
H -0.2 -0.3 -0.3
H -0.3 -0.1 -0.5
H 0.1 0.0 -0.4
H 0.3 -0.4 0.1
H 0.1 0.0 0.3
H -0.2 0.2 0.0
H 0.0 0.2 -0.3
H 0.1 -0.3 0.0
H 0.3 0.2 -0.3
H -0.1 0.1 0.4
H 0.1 0.4 -0.6
H 0.1 -0.1 -0.3
H -0.5 0.3 0.3
H -0.4 0.1 0.4
H 0.3 -0.3 0.2
H 0.1 0.3 -0.2
H -0.1 0.3 0.0
H 0.0 -0.2 0.4
H 0.0 0.3 -0.4
H -0.2 0.2 0.2
H 0.3 0.1 0.0
H 0.0 -0.2 0.0
H -0.2 0.0 0.3
H 0.3 0.3 -0.2
H -0.3 -0.3 0.0
H 0.2 -0.1 0.2
H -0.1 0.3 -0.2
H 0.2 -0.1 0.2
H 0.3 0.0 -0.1
H -0.3 0.1 -0.2
H -0.3 0.0 0.5
H -0.5 0.1 0.4
H 0.3 0.0 0.3
H 0.0 0.2 -0.5
H -0.4 -0.3 0.5
H -0.4 -0.1 0.3
H 0.0 -0.4 0.2
H 0.2 0.4 0.2
H 0.4 0.2 -0.1
H 0.0 0.3 -0.1
H -0.2 -0.4 0.4
H 0.1 -0.3 0.0
H -0.3 0.1 -0.3
H -0.2 0.4 -0.4
H 0.0 0.0 -0.2
H -0.4 0.0 0.2
H 0.1 0.3 -0.3
C -0.2 0.4 0.0
C -1.7 -0.1 1.4
C 0.5 0.4 -0.1
C 0.0 -0.1 -0.1
C 0.2 -0.4 0.5
C -0.9 2.0 -0.2
N 2.1 -0.3 0.7
O 0.0 -0.8 -1.1
C -0.3 0.0 0.3
C 0.2 -0.6 -0.3
C 0.3 -0.4 -0.6
H 0.1 0.0 0.0
H 0.1 0.0 -0.1
H 0.1 -0.1 0.0
H 0.0 0.0 -0.2
H -0.2 -0.1 -0.1
H 0.0 0.0 -0.1
H 0.0 0.0 0.0
H -0.1 0.0 -0.2
H -0.1 -0.1 -0.1
H 0.0 -0.1 0.0
H 0.1 -0.1 -0.1
H 0.0 -0.1 0.0
H -0.1 -0.1 0.0
H -0.1 0.1 0.2
H 0.0 0.0 0.0
H 0.0 0.0 0.0
H -0.1 0.3 0.1
H 0.0 0.1 -0.1
C -0.2 0.3 0.3
C 1.6 1.4 0.4
C -0.6 0.0 -0.1
C 0.0 -0.1 0.0
C 0.3 0.2 -0.5
C -0.9 1.2 1.6
N -0.9 0.0 -2.0
O 0.2 -1.3 0.2
C 0.3 0.3 0.0
C 0.2 -0.6 -0.2
C -0.2 -0.7 -0.1
H -0.1 0.0 -0.1
H 0.0 -0.1 0.0
H 0.0 -0.1 -0.1
H 0.0 -0.1 0.1
H 0.2 -0.1 0.1
H 0.0 0.0 0.1
H 0.0 0.0 0.0
H 0.0 -0.1 0.2
H 0.1 -0.1 0.1
H 0.0 0.0 0.0
H -0.1 -0.2 -0.1
H 0.1 0.0 0.0
H 0.2 -0.1 0.0
H 0.1 0.2 0.0
H 0.0 0.0 0.0
H -0.1 0.0 0.0
H -0.1 0.2 0.1
H -0.1 -0.1 0.1

Here are the Mulliken charges for atoms 1 to 2, given in e: C -0.569; O -0.496